ORCA calculation (ωB97M-V/def2-TZVPD) on a structure of composition C3Cl2F2NO4 at a distorted geometry.

```
! RIJCOSX wB97M-V def2-TZVPD def2/J DEFGRID3
* xyz -1 1
C 3.073 -0.523 -0.052
C -0.645 0.986 -0.276
C -2.243 -0.174 -0.243
N 0.390 0.219 0.164
O 3.191 -0.293 -1.176
O 3.266 -0.994 0.986
O 0.374 -1.006 -0.084
O 1.464 0.793 0.623
F -2.371 -0.792 -1.428
F -3.242 0.677 -0.189
Cl -0.964 2.402 0.586
Cl -2.292 -1.294 1.090
*
```

HOMO energy, eV: -4.479
Frontier orbital gap, eV: 7.82
Relative energy (zero: lowest compared OMol25 entry of this formula, charge and spin), kJ/mol: 36.7
DFT total energy, Ha: -1590.0970

Here are the natural (NBO) charges for atoms 1 to 2, given in e:
1 C 1.058
2 C -0.151